Version A
{"formula": "C4H10N4O", "method": "wB97M-V/def2-TZVPD", "e_homo_ev": -8.261, "orbital_gap_ev": 8.92, "multiplicity": 1, "smiles": "[H]/N=C(/C)C=O.N/C=N/N", "charge": 0, "lumo_energy_ev": 0.6624, "elements": ["H", "N", "C", "C", "C", "O", "H", "H", "H", "H", "N", "C", "N", "N", "H", "H", "H", "H", "H"], "positions_angstrom": [[0.35, -1.06, -2.04], [-0.40, -0.36, -2.05], [-0.15, 0.61, -1.24], [-1.09, 1.77, -1.13], [1.26, 0.72, -0.35], [1.50, 1.80, 0.19], [-1.03, 2.38, -2.04], [-2.12, 1.40, -1.03], [-0.88, 2.41, -0.27], [2.03, 0.09, -0.83], [-0.99, 0.11, 1.90], [-0.42, -0.89, 1.20], [0.89, -1.02, 1.09], [1.26, -2.23, 0.55], [-1.93, 0.38, 1.65], [-0.36, 0.89, 2.09], [-1.13, -1.61, 0.76], [2.27, -2.34, 0.49], [0.94, -3.05, 1.07]], "lowdin_charge": [0.0383, 0.1241, -0.3703, -0.0701, -0.2488, 0.0010, 0.0850, 0.0755, 0.0635, 0.1058, 0.1104, -0.2860, -0.0970, -0.0322, 0.0985, 0.1053, 0.1357, 0.0822, 0.0787]}

=====

Version B
{"formula": "C4H10N4O", "method": "wB97M-V/def2-TZVPD", "e_homo_ev": [-6.440, -7.175], "orbital_gap_ev": [7.02, 7.86], "multiplicity": 1, "charge": 0, "lumo_energy_ev": [0.5761, 0.6888], "elements": ["C", "N", "C", "N", "N", "N", "C", "C", "O", "H", "H", "H", "H", "H", "H", "H", "H", "H", "H"], "positions_angstrom": [[0.41, 0.61, 0.51], [0.15, -0.21, -0.50], [1.95, -1.30, 0.21], [-0.86, -1.15, -0.33], [1.42, 1.51, 0.43], [1.55, -2.58, 0.25], [-1.38, 1.75, -0.47], [-2.66, 1.46, -0.55], [3.07, -0.87, 0.34], [-0.02, 0.47, 1.50], [-1.51, -0.91, 0.42], [-1.37, -1.21, -1.20], [1.98, 1.48, -0.41], [1.97, 1.63, 1.27], [0.57, -2.75, 0.10], [2.22, -3.34, 0.25], [-0.99, 2.75, -0.66], [-3.06, 0.45, -0.41], [-3.44, 2.20, -0.75]], "lowdin_charge": [-0.3634, -0.0705, -0.3947, 0.0010, 0.1071, 0.1187, -0.0623, -0.1374, 0.0240, 0.1402, 0.0820, 0.0947, 0.1083, 0.1039, 0.0598, 0.1078, 0.0292, 0.0148, 0.0367]}

=====

Need the numbers? Relative energies in kcal/mol: version A 0.0; version B 82.1.

=====

Version A
{"formula": "C4H8NOS", "method": "wB97M-V/def2-TZVPD", "e_homo_ev": -2.959, "orbital_gap_ev": 6.89, "multiplicity": 1, "smiles": "CNC(=O)CC[S-]", "charge": -1, "lumo_energy_ev": 3.9316, "elements": ["C", "N", "C", "O", "C", "C", "S", "H", "H", "H", "H", "H", "H", "H", "H"], "positions_angstrom": [[1.59, 0.39, -1.46], [0.24, 0.56, -1.00], [-0.48, -0.68, -0.84], [-0.20, -1.61, -1.58], [-1.22, -0.50, 0.53], [-0.62, 0.02, 1.87], [-0.43, 1.84, 1.95], [1.76, -0.69, -1.31], [1.50, 0.65, -2.53], [2.31, 0.90, -0.84], [0.00, 1.23, -0.24], [-1.84, 0.29, 0.21], [-1.76, -1.54, 0.50], [0.27, -0.51, 2.02], [-1.12, -0.33, 2.72]], "lowdin_charge": [-0.1214, -0.0535, -0.4641, -0.0013, -0.2027, -0.7315, 0.1584, 0.0735, 0.0781, 0.0743, -0.0087, 0.0527, 0.1261, 0.0136, 0.0065]}

=====

Version B
{"formula": "C4H8NOS", "method": "wB97M-V/def2-TZVPD", "e_homo_ev": -2.570, "orbital_gap_ev": 6.07, "multiplicity": 1, "smiles": "CC(=O)NCC[S-]", "charge": -1, "lumo_energy_ev": 3.4993, "elements": ["C", "C", "O", "N", "C", "C", "S", "H", "H", "H", "H", "H", "H", "H", "H"], "positions_angstrom": [[-0.95, 0.06, -2.53], [-0.94, 1.17, -1.53], [-1.24, 2.33, -1.76], [-0.43, 0.86, -0.28], [0.22, -0.45, 0.06], [1.13, -0.29, 1.26], [1.03, -1.67, 2.48], [-1.62, -0.76, -2.34], [0.06, -0.35, -2.62], [-1.32, 0.49, -3.49], [-0.61, 1.52, 0.46], [-0.55, -1.20, 0.27], [0.88, -0.69, -0.78], [2.15, -0.24, 0.90], [1.01, 0.67, 1.77]], "lowdin_charge": [-0.0243, -0.5535, -0.0060, 0.0484, -0.2946, -0.7896, 0.0427, 0.0767, 0.0719, 0.0855, 0.1241, 0.0772, 0.0952, 0.0209, 0.0255]}

=====

Version C
{"formula": "C4H8NOS", "method": "wB97M-V/def2-TZVPD", "e_homo_ev": [-2.361, -2.363], "orbital_gap_ev": [6.14, 6.14], "multiplicity": 1, "charge": -1, "lumo_energy_ev": [3.7807, 3.7807], "elements": ["C", "C", "C", "C", "N", "O", "S", "H", "H", "H", "H", "H", "H", "H", "H"], "positions_angstrom": [[-1.98, -0.80, -0.51], [0.18, 1.68, 0.31], [0.62, 0.40, 0.24], [1.86, 0.00, -0.47], [-0.17, -0.59, 0.72], [0.26, -1.85, 0.90], [-3.08, 0.26, 0.15], [-1.48, -0.48, -1.40], [-2.00, -1.93, -0.23], [-0.87, 1.67, 0.50], [0.82, 2.39, -0.06], [2.13, -0.95, -0.02], [2.66, 0.82, -0.23], [1.61, -0.23, -1.52], [-0.57, -0.39, 1.60]], "lowdin_charge": [-0.6310, 0.0099, -0.4551, -0.0632, -0.2500, -0.3315, 0.3554, -0.0067, 0.0488, -0.0213, 0.0049, 0.0456, 0.1098, 0.0810, 0.1032]}

=====

Need the numbers? Relative energies in kcal/mol: version A 23.5; version B 0.0; version C 105.5.